Entry 1:
7
Properties=species:S:1:pos:R:3:forces:R:3:nbo_charge:R:1 method="wB97M-V/def2-TZVPD" e_above_lowest_ev=1.981 total_energy_ha=-613.10754 homo_lumo_gap_ha=0.370 homo_ev=-9.59 e_lumo_ha=0.01740
C -0.37646 0.49706 1.32757 -0.03 2.49 -0.75 0.55
O -0.02377 -0.57323 1.86679 0.17 -2.12 0.85 -0.67
F 0.26903 1.57677 1.89372 -0.34 -1.22 0.02 -0.38
S 0.14049 -0.14288 -3.10820 0.65 -0.76 -0.38 -0.29
H -0.70528 0.52745 -2.36828 -0.55 0.35 0.60 0.14
H 0.52687 -0.66707 2.67231 0.20 0.85 -0.16 0.51
H 0.16911 -1.21810 -2.28390 -0.10 0.42 -0.19 0.15

Entry 2:
66
Properties=species:S:1:pos:R:3:forces:R:3:nbo_charge:R:1 method="wB97M-V/def2-TZVPD" total_energy_ha=-2941.09500 charge=-1 homo_lumo_gap_ha=0.310 homo_ev=-6.42 e_lumo_ha=0.07391
C 2.91488 2.49187 3.34716 0.06 0.07 0.15 -0.41
N 2.96732 1.09590 2.95949 0.18 -0.05 -0.14 -0.65
C 1.68919 0.52712 2.50408 0.17 0.18 -0.29 -0.71
Si 1.85362 -0.47850 0.89735 -0.11 0.14 0.80 1.92
C 3.56308 -0.20272 0.21727 -0.03 -0.06 0.13 -1.16
C 1.52305 -2.29100 1.27371 -0.18 0.04 -0.13 -0.92
C 0.10297 -2.75065 0.88989 0.08 -0.08 0.38 -0.39
C -0.90976 -2.23682 1.89601 -0.28 0.06 -0.20 -0.37
Cl -2.56169 -2.76325 1.46492 0.01 -0.10 -0.14 -0.06
O 0.61429 0.09174 -0.08180 0.88 -0.29 -0.35 -1.27
Si 0.55259 0.10327 -1.71085 -0.22 -0.23 -0.23 2.18
C -1.25174 0.08937 -2.23809 0.03 0.28 0.16 -0.98
C -2.22554 1.01491 -1.51764 -0.21 -0.08 -0.01 -0.04
O -2.16774 0.73312 -0.13017 0.06 0.20 -0.09 -0.72
C 1.32933 -1.40901 -2.49180 -0.16 -0.14 -0.19 -0.96
C 1.16094 -1.45732 -4.01920 0.26 -0.24 0.20 -0.49
C 1.38480 -2.84244 -4.56112 0.01 -0.24 -0.02 0.98
F 1.31203 -2.86709 -5.90752 0.00 0.05 -0.02 -0.33
F 0.47928 -3.73939 -4.11465 -0.01 0.12 0.04 -0.34
F 2.59735 -3.33154 -4.22773 0.00 0.07 -0.02 -0.33
N 1.49725 1.51536 -2.24701 -1.15 0.54 0.38 -1.00
C 1.65305 2.60242 -1.29011 0.96 0.21 0.03 0.73
C 0.47832 3.08354 -0.48212 0.19 0.19 0.27 -0.75
O 2.74880 3.10437 -1.17020 -0.78 -0.23 -0.25 -0.52
C 1.32350 1.95641 -3.60014 1.21 -0.51 -0.54 0.73
C 0.18801 2.88083 -3.96379 0.32 0.38 -0.06 -0.73
O 2.06785 1.55621 -4.47168 -0.68 0.10 0.53 -0.54
H 3.81014 2.75124 3.91595 0.01 -0.03 -0.05 0.19
H 2.04419 2.74385 3.96815 -0.03 0.00 -0.02 0.17
H 2.90713 3.13141 2.45979 -0.09 -0.02 0.01 0.19
H 3.38995 0.53585 3.68168 -0.10 -0.04 0.10 0.36
H 1.19438 -0.05333 3.28863 -0.13 0.04 0.03 0.22
H 1.02074 1.36356 2.27374 -0.10 -0.06 0.05 0.22
H 3.73461 -0.57305 -0.79120 -0.02 0.06 -0.07 0.24
H 3.84077 0.84865 0.29399 0.00 0.00 -0.14 0.26
H 4.23304 -0.74992 0.88889 0.02 0.03 -0.01 0.25
H 1.63209 -2.39150 2.35983 0.08 -0.09 -0.01 0.23
H 2.28370 -2.94374 0.83745 -0.04 0.05 -0.13 0.24
H 0.05457 -3.84171 0.86745 -0.07 0.04 -0.11 0.21
H -0.19856 -2.36376 -0.08360 0.07 -0.17 -0.10 0.20
H -0.72736 -2.61354 2.89937 0.08 0.10 0.04 0.21
H -0.95495 -1.14852 1.89646 0.09 0.01 0.16 0.23
H -1.35732 0.27674 -3.31055 0.09 -0.08 -0.07 0.23
H -1.59074 -0.93650 -2.05793 0.00 -0.07 -0.07 0.26
H -3.23554 0.83116 -1.90486 0.02 0.00 0.05 0.17
H -2.00471 2.07183 -1.72364 0.12 -0.03 0.04 0.14
H -2.89735 1.17420 0.31664 -0.03 -0.10 0.05 0.48
H 2.38373 -1.50285 -2.23829 0.05 0.05 0.03 0.25
H 0.82453 -2.28337 -2.06483 -0.01 0.06 0.07 0.25
H 1.89592 -0.82003 -4.51205 -0.20 0.12 -0.01 0.26
H 0.15336 -1.16878 -4.31835 0.03 0.06 -0.15 0.22
H 0.85155 3.81226 0.23684 -0.04 -0.05 -0.01 0.24
H -0.23728 3.58872 -1.12897 -0.09 -0.07 -0.02 0.22
H -0.02397 2.27583 0.04791 -0.09 -0.03 -0.13 0.28
H -0.30374 3.35366 -3.12169 -0.09 -0.11 0.04 0.22
H -0.53042 2.31207 -4.55284 -0.08 -0.03 0.07 0.25
H 0.59855 3.65401 -4.61472 -0.08 -0.03 -0.02 0.25
B -6.04990 -1.78808 4.06419 -0.11 -0.13 -0.03 1.26
O -4.56342 -1.71634 3.86922 -0.04 0.09 0.12 -0.66
C -4.10745 -0.55893 4.27940 0.13 -0.17 -0.12 0.68
O -2.95957 -0.19327 4.25529 0.07 0.05 -0.02 -0.61
C -5.30334 0.27184 4.80182 -0.19 0.03 0.05 0.67
O -5.23615 1.38656 5.24789 0.03 0.05 0.00 -0.59
O -6.38894 -0.45482 4.66801 0.09 0.04 0.00 -0.66
F -6.37626 -2.81445 4.93461 0.02 0.03 0.03 -0.54
F -6.69104 -1.94363 2.84607 0.02 0.04 -0.02 -0.54

Entry 3:
100
Properties=species:S:1:pos:R:3:forces:R:3:mulliken_spin:R:1 method="wB97M-V/def2-TZVPD" e_above_lowest_ev=0.000 total_energy_ha=-6303.86909 homo_lumo_gap_ha="0.224 / 0.286" homo_ev="-6.17 / -7.89" multiplicity=3 e_lumo_ha="-0.00294 / -0.00370"
Ti -0.16240 -0.31760 -0.07040 -3.03 1.94 0.37 1.06
O 1.44090 0.41470 -0.14520 2.80 1.86 0.22 0.05
C 2.52370 -0.19460 -0.50030 1.74 -0.19 -0.51 0.44
C 2.69350 -1.59800 -0.50010 -0.68 -0.24 0.06 0.09
C 3.94520 -2.15420 -0.79580 0.15 -0.55 -0.05 0.07
C 4.14860 -3.52750 -0.75790 -1.95 0.90 0.56 -0.02
C 3.10630 -4.39090 -0.37720 0.60 -0.06 -0.24 0.15
C 1.87420 -3.87120 -0.07830 -0.26 0.52 -0.13 -0.08
C 1.61150 -2.49040 -0.16110 0.95 -0.71 -0.30 0.13
O 0.39120 -2.05740 0.07500 0.68 -2.25 0.30 0.01
N 5.41980 -4.05510 -1.04100 2.06 -0.74 -0.46 0.00
O 5.56450 -5.28180 -1.04220 -0.07 0.98 0.00 -0.01
O 6.33670 -3.26150 -1.27060 -0.55 -0.70 0.13 -0.01
H 3.38230 0.42530 -0.77450 -0.17 -0.05 0.03 -0.04
H 4.77400 -1.51390 -1.05060 0.07 0.10 -0.04 0.00
H 3.31130 -5.44760 -0.32050 -0.06 -0.08 0.01 0.01
H 1.06850 -4.51770 0.24650 -0.04 -0.03 -0.01 0.00
C 0.59280 1.15430 3.33390 0.19 -0.15 -0.17 0.00
N -0.51180 2.00190 3.67340 0.04 -0.06 -0.16 -0.01
C -1.52010 2.22180 2.67370 -0.29 -0.02 -0.31 0.01
P -0.88450 2.22900 0.89080 -0.06 0.99 0.51 0.03
C -2.23780 3.23970 0.18930 -0.05 -0.21 -0.14 0.01
C -3.52110 2.69440 0.16630 0.19 -0.05 0.01 0.01
C -4.57210 3.41560 -0.36940 -0.18 0.09 0.04 0.00
C -4.35460 4.68200 -0.89210 0.00 -0.04 -0.10 0.00
C -3.07620 5.21220 -0.90470 -0.16 0.09 0.02 0.00
C -2.02360 4.49830 -0.36230 0.10 -0.07 0.08 0.00
C 0.46480 3.46990 0.93100 -0.03 -0.35 0.02 0.01
C 1.30630 3.46020 -0.18210 -0.19 -0.14 0.09 -0.01
C 2.36800 4.34170 -0.26050 0.07 0.10 -0.02 0.00
C 2.61060 5.22860 0.77780 0.00 0.01 -0.03 0.00
C 1.77470 5.24440 1.88510 0.12 0.04 0.11 0.00
C 0.70080 4.37260 1.96610 -0.09 -0.04 -0.11 0.00
C -0.55800 2.65620 4.89410 -0.02 0.03 0.17 0.00
C -1.78070 3.05770 5.44320 -0.05 -0.04 -0.19 0.00
C -1.82910 3.68350 6.67310 0.05 0.07 0.07 0.00
C -0.66840 3.92360 7.38870 0.02 0.06 0.14 0.00
C 0.54640 3.53150 6.85550 -0.03 0.01 0.05 0.00
C 0.60770 2.91520 5.62300 0.04 -0.12 -0.19 0.00
P 0.11560 -0.39610 2.39990 0.51 -0.15 1.46 0.03
C -1.15920 -1.22450 3.38500 -0.20 0.00 -0.12 -0.01
C -1.77930 -2.30300 2.74820 0.22 0.19 -0.12 0.01
C -2.79240 -2.99580 3.37790 -0.09 -0.14 0.22 0.00
C -3.21070 -2.60450 4.64420 0.01 0.02 -0.13 0.00
C -2.62050 -1.51600 5.26730 -0.06 -0.11 0.13 0.00
C -1.58760 -0.83300 4.65060 0.23 -0.03 -0.27 0.00
C 1.61980 -1.38540 2.73070 -0.01 0.04 -0.17 -0.03
C 2.86130 -0.78030 2.53640 -0.16 0.07 0.22 0.00
C 4.01840 -1.53520 2.57590 0.11 0.01 0.03 0.00
C 3.95330 -2.90410 2.76710 -0.04 0.02 -0.01 0.00
C 2.72470 -3.51150 2.96660 -0.03 -0.01 0.11 0.00
C 1.56170 -2.75940 2.95790 -0.07 0.24 0.14 0.01
H 1.12440 0.85100 4.24230 -0.09 0.02 -0.22 0.00
H 1.29950 1.67420 2.66000 0.03 -0.19 0.26 0.01
H -2.02210 3.17530 2.86350 0.07 -0.13 -0.07 0.00
H -2.28890 1.42560 2.69340 0.00 0.22 -0.03 0.00
H -3.67680 1.69650 0.55990 -0.10 -0.04 -0.04 0.00
H -5.57130 3.00480 -0.38340 -0.05 -0.10 0.03 0.00
H -5.17740 5.24590 -1.30700 -0.07 0.02 -0.03 0.00
H -2.89990 6.19050 -1.32920 0.02 0.05 -0.02 0.00
H -1.03500 4.93040 -0.37040 0.09 0.01 0.00 0.00
H 1.11160 2.74920 -0.97550 0.11 0.05 -0.08 0.01
H 3.00910 4.33270 -1.12910 0.07 0.00 -0.08 0.00
H 3.45140 5.90590 0.71650 0.02 0.04 0.04 0.00
H 1.96660 5.92450 2.70470 0.00 0.07 -0.02 0.00
H 0.05820 4.41480 2.83500 -0.05 -0.06 0.03 0.00
H -2.69950 2.86210 4.91150 -0.08 -0.05 -0.04 0.00
H -2.78660 3.97190 7.08120 -0.08 0.04 0.02 0.00
H -0.70090 4.41300 8.34750 -0.06 0.06 0.16 0.00
H 1.46430 3.71040 7.39460 0.08 0.06 0.07 0.00
H 1.57140 2.65640 5.21490 0.11 -0.05 -0.07 0.00
H -1.42600 -2.57700 1.75720 -0.17 -0.05 0.10 0.00
H -3.25800 -3.84700 2.90000 -0.01 -0.04 -0.05 0.00
H -3.99640 -3.15400 5.13850 -0.12 -0.02 0.07 0.00
H -2.95670 -1.20210 6.24450 -0.02 0.00 0.09 0.00
H -1.10930 -0.00460 5.14700 -0.01 0.15 0.12 0.00
H 2.92710 0.28360 2.34580 0.04 -0.03 -0.05 0.04
H 4.97240 -1.05380 2.42740 0.13 0.05 -0.05 0.00
H 4.85340 -3.49820 2.73720 0.11 -0.07 0.06 0.00
H 2.67760 -4.58080 3.10730 -0.06 -0.11 0.05 0.00
H 0.59890 -3.23010 3.11750 0.09 -0.08 -0.04 0.00
F 0.08870 -0.65850 -2.18040 0.06 -0.35 0.00 0.02
B -0.28420 0.61540 -2.78110 -0.21 0.11 0.13 0.03
F -1.08830 1.22080 -1.78920 -0.11 0.16 0.09 0.00
F -1.01910 0.33880 -3.88710 -0.36 -0.10 -0.78 0.00
F 0.84530 1.32660 -2.97780 0.66 0.52 -0.36 0.01
C -3.13610 -3.64280 -0.36100 0.39 0.48 -0.09 0.00
As -2.18760 -2.21760 -1.35100 -1.95 -2.02 -1.55 0.01
C -3.44930 -1.59600 -2.70930 0.31 0.12 0.34 0.00
C -0.90080 -3.25390 -2.41180 0.05 0.36 0.22 0.01
O -1.95760 -0.95350 -0.29850 -1.22 -0.35 0.11 -0.03
H -3.75410 -4.24000 -1.03200 0.10 0.12 -0.10 0.00
H -3.76320 -3.20370 0.41650 0.10 0.07 -0.11 0.00
H -2.38870 -4.28980 0.09950 -0.01 0.03 0.02 0.00
H -3.79540 -2.41840 -3.33680 0.06 -0.05 0.17 0.00
H -2.94130 -0.86120 -3.33530 0.06 -0.02 0.09 0.00
H -4.28820 -1.11130 -2.20670 0.07 -0.11 -0.02 0.00
H -1.48370 -4.06820 -2.84390 -0.16 0.01 0.14 0.00
H -0.09120 -3.65240 -1.80560 -0.09 0.06 0.03 0.00
H -0.49290 -2.64590 -3.21570 -0.06 0.08 0.14 0.00